# C5H13N2O

A single C5H13N2O molecule (ωB97M-V with the def2-TZVPD basis set, the OMol25 dataset).

Its spin multiplicity is 2. For the energy above the lowest of the compared OMol25 structures with the same formula, charge and spin, the calculation gives 2.539 eV. As for the LUMO energy (spin up / spin down): 1.0 / 0.7 eV.

XYZ file:
```
21
Properties=species:S:1:pos:R:3:lowdin_spin:R:1
N -0.558 2.134 1.729 0.009
C -0.598 1.466 0.395 0.112
C 0.055 0.090 0.552 0.404
N 0.258 -0.911 -0.317 0.148
C 0.352 -0.985 -1.790 0.023
C -0.432 0.149 -2.457 0.007
C 0.769 -2.190 0.210 0.014
O 0.332 -0.061 1.821 0.175
H 0.137 2.884 1.673 0.002
H 0.005 0.940 2.288 0.000
H -1.406 2.441 2.189 0.006
H -1.716 1.547 0.177 0.056
H -0.248 1.974 -0.504 0.016
H 1.407 -0.896 -2.165 0.012
H -0.087 -1.929 -2.126 0.001
H -0.102 1.117 -2.130 0.001
H -0.418 0.033 -3.541 0.000
H -1.523 0.060 -2.327 0.002
H 1.786 -2.282 -0.239 0.008
H 0.037 -2.973 -0.006 0.005
H 1.030 -2.021 1.251 0.000
```

# C16H18IKN8O8S2Se

A molecular structure, C16H18IKN8O8S2Se (ωB97M-V with the def2-TZVPD basis set, the OMol25 dataset).

Its spin multiplicity is 1. For the energy above the lowest of the compared OMol25 structures with the same formula, charge and spin, the calculation gives 1.044 eV. As for the LUMO energy: 4.0 eV. Its net charge is -2.

XYZ file:
```
55
Properties=species:S:1:pos:R:3:lowdin_charge:R:1
K 0.419 -0.031 -0.126 0.773
N -2.444 2.365 1.436 0.035
N -3.068 2.056 0.201 -0.024
C -2.327 1.932 -0.944 -0.444
N -2.954 1.486 -2.044 0.161
N -1.048 2.263 -0.819 0.098
N -0.300 2.397 -1.941 -0.454
O -0.745 2.846 -2.986 0.046
O 0.883 2.107 -1.773 -0.043
H -1.832 1.598 1.730 0.042
H -1.837 3.159 1.272 0.067
H -3.748 1.319 0.330 0.084
H -3.818 1.014 -1.813 0.103
H -2.391 0.831 -2.636 0.047
O 3.617 1.046 2.623 0.025
C 3.582 -0.003 3.463 -0.279
C 4.764 -0.393 4.100 -0.038
C 4.774 -1.469 4.965 -0.124
C 3.604 -2.179 5.216 -0.123
C 2.430 -1.794 4.590 -0.040
C 2.391 -0.709 3.714 -0.071
C 1.113 -0.293 3.045 -0.478
O 1.193 0.651 2.177 -0.176
N 0.044 -0.957 3.396 0.013
N -1.133 -0.451 2.845 -0.071
C -1.970 -1.343 2.524 -0.940
S -1.700 -3.094 2.465 0.887
C -2.981 -3.345 1.209 -0.529
C -4.185 -2.471 1.533 -0.520
S -3.625 -0.861 2.154 0.870
H 2.672 1.076 2.249 0.056
H 5.666 0.166 3.881 0.103
H 5.704 -1.762 5.442 0.086
H 3.609 -3.030 5.887 0.083
H 1.503 -2.325 4.760 0.101
H -3.260 -4.399 1.221 0.072
H -2.578 -3.095 0.230 0.025
H -4.810 -2.934 2.298 0.055
H -4.773 -2.308 0.630 0.073
I 3.046 -4.014 -1.423 0.821
C 3.267 -1.987 -1.929 -0.804
C 2.556 -1.501 -3.021 -0.151
C 2.690 -0.157 -3.317 -0.064
C 3.508 0.635 -2.519 -0.083
C 4.153 0.039 -1.446 -0.154
N 4.037 -1.258 -1.149 0.018
H 1.851 -2.134 -3.537 0.090
H 2.114 0.282 -4.121 0.116
H 3.595 1.698 -2.690 0.098
H 4.759 0.621 -0.759 0.104
O 0.053 -2.042 -1.736 -0.606
Se -1.540 -1.704 -1.949 0.665
O -2.407 -3.038 -2.176 -0.505
O -2.058 -0.916 -0.597 -0.581
O -1.681 -0.635 -3.184 -0.517
```

# C19H30CdN7OPS3

A molecular structure, C19H30CdN7OPS3 (ωB97M-V with the def2-TZVPD basis set, the OMol25 dataset).

Its spin multiplicity is 1. For the energy above the lowest of the compared OMol25 structures with the same formula, charge and spin, the calculation gives 2.203 eV. As for the LUMO energy: -0.1 eV.

XYZ file:
```
62
Properties=species:S:1:pos:R:3:lowdin_charge:R:1
Cd -0.268 0.047 0.188 1.255
C -1.480 -1.359 -5.063 -0.411
S -1.673 -2.389 -3.581 0.806
C -0.628 -1.544 -2.430 -1.145
S -0.487 0.180 -2.443 0.454
N 0.044 -2.343 -1.655 -0.110
N 0.807 -1.710 -0.743 -0.160
C 2.025 -2.022 -0.558 -0.072
C 2.912 -1.085 0.144 -0.287
C 4.104 -1.508 0.722 -0.015
C 4.952 -0.562 1.271 -0.059
C 4.595 0.774 1.202 -0.066
C 3.390 1.104 0.596 -0.147
N 2.569 0.207 0.073 0.065
H -2.335 -1.551 -5.704 0.029
H -0.558 -1.643 -5.566 0.033
H -1.448 -0.316 -4.763 -0.023
H 2.464 -2.899 -1.034 0.132
H 4.350 -2.561 0.747 0.114
H 5.881 -0.860 1.740 0.109
H 5.240 1.546 1.596 0.108
H 3.072 2.138 0.517 0.116
S -2.275 1.360 1.402 0.836
C -3.380 1.234 -0.039 -0.597
C -4.380 2.157 -0.319 -0.079
C -5.172 1.951 -1.436 -0.064
C -4.979 0.804 -2.189 -0.056
C -3.995 -0.087 -1.795 -0.153
N -3.199 0.129 -0.750 -0.010
H -4.532 3.011 0.326 0.105
H -5.932 2.672 -1.709 0.109
H -5.584 0.595 -3.060 0.104
H -3.815 -1.000 -2.347 0.071
C 2.660 0.843 4.232 -0.125
N 1.556 -0.063 4.489 -0.309
C 1.359 -0.375 5.888 -0.133
P 0.228 0.098 3.440 0.392
O 0.839 -0.007 2.052 -0.468
N -0.604 -1.323 3.768 -0.331
C -1.984 -1.378 4.187 -0.122
C 0.077 -2.591 3.610 -0.124
N -0.607 1.427 3.605 -0.298
C -1.173 1.897 4.854 -0.240
C -1.600 3.005 1.010 -0.358
H 3.610 0.351 4.465 0.081
H 2.593 1.767 4.823 0.082
H 2.653 1.106 3.176 0.044
H 2.190 -0.994 6.245 0.080
H 0.434 -0.939 6.006 0.067
H 1.304 0.520 6.522 0.077
H -2.403 -0.373 4.161 0.053
H -2.082 -1.779 5.205 0.080
H -2.567 -2.017 3.514 0.081
H 1.110 -2.393 3.331 0.068
H -0.395 -3.199 2.829 0.081
H 0.067 -3.162 4.545 0.080
H -0.946 1.266 5.719 0.049
H -2.267 1.967 4.768 0.052
H -0.803 2.905 5.072 0.058
H -1.278 3.042 -0.030 0.038
H -0.764 3.132 1.690 0.020
H -2.355 3.764 1.200 0.034
```

# C11H19N4NaPS

A molecular structure, C11H19N4NaPS (ωB97M-V with the def2-TZVPD basis set, the OMol25 dataset).

Its spin multiplicity is 1. For the energy above the lowest of the compared OMol25 structures with the same formula, charge and spin, the calculation gives 0.000 eV. As for the LUMO energy: -3.2 eV. Its net charge is +1.

XYZ file:
```
37
Properties=species:S:1:pos:R:3:lowdin_charge:R:1
Na 0.335 -1.426 -0.603 0.229
C 3.269 1.785 1.120 -0.009
C 2.202 0.993 0.425 -0.234
N 1.986 -0.245 0.663 0.054
N 2.761 -0.860 1.592 -0.009
C 2.598 -2.183 1.883 -0.857
N 3.423 -2.643 2.833 0.103
S 1.486 -3.199 1.164 0.667
C 1.347 1.616 -0.631 -0.212
C 1.169 2.992 -0.693 0.000
C 0.368 3.525 -1.692 -0.032
C -0.221 2.671 -2.604 -0.035
C 0.003 1.309 -2.460 -0.120
N 0.758 0.784 -1.501 0.077
H 3.151 1.744 2.207 0.099
H 3.277 2.830 0.834 0.073
H 4.253 1.379 0.867 0.104
H 3.500 -0.337 2.041 0.131
H 4.123 -2.079 3.285 0.116
H 3.378 -3.621 3.061 0.104
H 1.626 3.654 0.027 0.110
H 0.214 4.594 -1.754 0.120
H -0.841 3.036 -3.409 0.116
H -0.442 0.607 -3.156 0.116
C -3.134 -1.312 1.349 -0.288
P -2.502 -1.307 -0.363 0.784
C -3.413 -2.711 -1.092 -0.292
C -3.396 0.117 -1.079 -0.295
H -4.225 -1.329 1.373 0.050
H -2.786 -0.424 1.877 0.040
H -2.756 -2.185 1.880 0.042
H -4.488 -2.624 -0.927 0.049
H -3.068 -3.647 -0.652 0.042
H -3.230 -2.759 -2.166 0.040
H -4.471 0.046 -0.906 0.049
H -3.222 0.164 -2.155 0.034
H -3.031 1.046 -0.639 0.037
```

Q: The highest spin multiplicity belongs to which entry?
A: C5H13N2O

Q: Which value of spin multiplicity does entry 1 give?
A: 2